An isolated ion of composition C7H12NO and charge +1 at a distorted geometry, computed with ωB97M-V/def2-TZVPD.

Calculated values
Strongest force on any atom: 0.07374 hartree/bohr
Net charge: +1
HOMO energy: -0.512 Eh
Kohn-Sham gap: 10.632 eV
LUMO level: -3.3 eV
Energy above the lowest of the compared OMol25 structures with the same formula, charge and spin: 3.140 eV

Last column: natural (NBO) charge in e.
Element x y z (Å)
O1 -2.493 -0.152 -0.386  -0.706
C1 -1.397 0.779 -0.381  0.080
C2 -0.934 1.387 0.988  -0.414
C3 0.566 0.926 0.641  -0.234
C4 1.016 -0.313 1.401  -0.406
C5 0.311 -1.230 0.313  -0.220
C6 1.210 -1.545 -0.886  -0.224
N1 0.751 -0.376 -1.612  -0.509
C7 -0.073 0.075 -0.469  0.103
H1 -3.312 0.392 -0.089  0.494
H2 -1.550 1.679 -1.078  0.201
H3 -1.468 0.740 1.759  0.226
H4 -1.077 2.455 1.217  0.246
H5 1.151 1.843 0.474  0.241
H6 2.181 -0.257 1.523  0.240
H7 0.464 -0.344 2.472  0.249
H8 -0.387 -1.941 0.677  0.261
H9 2.264 -1.460 -0.575  0.240
H10 1.123 -2.470 -1.492  0.255
H11 1.410 0.320 -2.059  0.441
H12 0.244 -0.509 -2.439  0.437

---

An isolated ion of composition C7H12NO and charge +1 at a distorted geometry, computed with ωB97M-V/def2-TZVPD.

Calculated values
Strongest force on any atom: 0.07986 hartree/bohr
Net charge: +1
HOMO energy: -0.501 Eh
Kohn-Sham gap: 9.973 eV
LUMO level: -3.7 eV
Energy above the lowest of the compared OMol25 structures with the same formula, charge and spin: 3.466 eV

Last column: natural (NBO) charge in e.
Element x y z (Å)
C1 -0.920 -2.004 0.788  -0.644
C2 -0.442 -0.961 -0.173  0.006
C3 0.891 -0.768 -0.931  -0.196
C4 1.813 0.313 -0.334  0.083
O1 2.400 -0.233 0.807  -0.684
C5 0.762 1.413 0.099  -0.483
C6 -0.468 0.648 -0.173  0.098
N1 -1.763 1.231 0.375  -0.676
C7 -0.469 -0.142 -1.435  -0.232
H1 -0.951 -1.709 1.885  0.241
H2 -0.357 -2.976 0.669  0.269
H3 -1.896 -2.220 0.488  0.222
H4 1.477 -1.428 -1.550  0.253
H5 2.400 0.558 -1.199  0.199
H6 3.275 0.135 0.750  0.485
H7 1.086 1.798 1.125  0.252
H8 0.613 2.389 -0.444  0.222
H9 -2.594 0.643 0.372  0.439
H10 -2.147 2.123 -0.105  0.453
H11 -1.752 1.293 1.350  0.436
H12 -0.957 -0.102 -2.363  0.256